The following is a DFT calculation (ωB97M-V/def2-TZVPD) of a cluster of 4 separate species, C29H40F9NO4S in total in a non-equilibrium geometry.

* HOMO level: -7.50 eV
* SMILES: CCOc1cccc2c1Nc1c(CCC(F)(F)C(F)(F)C(F)(F)C(F)(F)F)cccc1S2.CC(C)O.CC(C)O.CC(C)O
* total charge: 0
* gap between HOMO and LUMO: 8.02 eV
* strongest force on any atom: 1.9 eV Å⁻¹
* lowest unoccupied orbital energy: 0.5 eV

The geometry in XYZ format:
```
84
Properties=species:S:1:pos:R:3:forces:R:3:mulliken_charge:R:1
C 1.6599 -0.4740 0.8430 0.8 -0.5 -0.3 -0.9345
C 2.5987 -0.1579 2.0267 -0.5 -0.6 0.6 -0.9533
O 2.4531 1.1584 2.5741 -0.3 0.0 -0.3 -0.5765
C 2.5477 2.1706 1.6475 0.0 -0.2 0.2 0.8920
C 3.4509 2.1527 0.6125 0.9 -0.8 -0.2 -0.3441
C 3.5304 3.1678 -0.3160 0.0 0.0 -0.1 -0.8362
C 2.6515 4.2233 -0.2003 0.5 0.2 -0.7 -0.7300
C 1.7641 4.2371 0.8460 -1.4 1.3 0.4 0.9980
C 1.6827 3.2479 1.7943 0.4 -0.9 0.5 -0.7041
N 0.7984 3.2456 2.8919 -0.5 0.7 -0.8 -0.4271
C -0.4914 3.7603 2.6442 -0.7 -0.6 0.8 -0.3388
C -1.6005 3.2098 3.2941 0.3 -0.6 0.2 1.0564
C -1.5198 2.0597 4.2862 -0.3 -0.1 0.1 -1.0792
C -2.4901 0.8859 3.9606 0.2 0.3 0.9 -1.2630
C -1.7900 -0.4403 3.6761 -0.8 0.5 -0.8 0.9061
F -0.5753 -0.2927 3.0701 -0.1 0.1 0.1 -0.0712
F -1.5710 -1.1361 4.8110 -0.1 -0.1 -0.1 -0.3757
C -2.6602 -1.2911 2.6925 0.6 -0.6 0.5 0.4670
F -3.9674 -1.1994 3.0274 0.1 0.3 -0.1 -0.3089
F -2.3206 -2.5951 2.8207 0.0 0.1 -0.1 -0.3174
C -2.4529 -0.9232 1.1931 -0.3 -0.1 -0.4 0.5670
F -1.3701 -1.5654 0.7258 -0.2 -0.1 0.2 -0.3048
F -2.2523 0.3989 1.0016 -0.1 -0.1 0.3 -0.2602
C -3.6737 -1.3154 0.2852 1.0 0.4 -0.6 0.6070
F -3.2140 -1.3241 -0.9803 -0.3 0.0 0.2 -0.2203
F -4.6102 -0.3728 0.3676 -0.2 -0.5 0.2 -0.2396
F -4.1473 -2.5256 0.5538 -0.2 0.3 0.2 -0.2534
C -2.8557 3.7350 3.0652 -0.8 -0.2 0.3 -0.3649
C -3.0812 4.7949 2.2226 -0.3 0.3 -0.1 -0.9589
C -1.9942 5.3487 1.5804 -0.4 0.5 -0.2 -0.6737
C -0.7453 4.8320 1.8029 1.8 0.3 -0.7 0.4917
S 0.6435 5.6236 0.9931 0.0 -0.1 0.2 -0.3971
H 2.2927 -0.7046 -0.0240 -0.4 0.4 -0.2 0.2869
H 1.0751 -1.3822 1.0141 0.1 0.2 0.3 0.4141
H 0.9436 0.3170 0.6071 0.3 0.1 0.0 0.4047
H 2.3288 -0.8468 2.8357 0.1 0.4 0.1 0.4508
H 3.6605 -0.3410 1.8252 -0.2 0.0 -0.3 0.6298
H 4.1380 1.3158 0.5219 -0.1 0.1 0.0 0.3668
H 4.2625 3.1051 -1.1130 -0.1 0.1 0.0 0.4254
H 2.6630 5.0324 -0.9249 -0.1 -0.1 0.1 0.3859
H 0.7660 2.3377 3.3333 0.3 0.0 -0.1 0.4408
H -1.8219 2.4612 5.2611 0.2 -0.1 -0.1 0.3288
H -0.5175 1.6503 4.4351 -0.1 0.2 -0.1 0.5293
H -3.2102 1.1403 3.1808 0.4 0.0 -0.1 0.7243
H -3.0956 0.7071 4.8578 0.0 -0.2 -0.2 0.3296
H -3.7087 3.2943 3.5802 0.1 0.1 0.0 0.4302
H -4.0813 5.1951 2.0911 0.1 -0.1 0.0 0.4045
H -2.0981 6.2079 0.9231 0.0 -0.2 0.0 0.3845
C 5.3385 -3.6592 1.7339 -0.1 0.2 0.1 -1.4450
C 4.7413 -3.4367 0.3528 0.5 -0.5 0.1 1.0740
C 4.3380 -4.7536 -0.2941 -0.2 0.0 -0.1 -1.3932
O 5.6875 -2.7644 -0.4771 -0.3 0.3 -0.1 -0.5388
H 6.2407 -4.2737 1.6694 -0.1 -0.1 0.0 0.4127
H 5.6308 -2.7083 2.1816 -0.1 0.0 0.0 0.3329
H 4.6277 -4.1537 2.3984 0.0 0.0 0.0 0.3698
H 3.8682 -2.7854 0.4315 0.1 0.1 -0.1 -0.1854
H 5.2086 -5.4023 -0.4232 0.0 0.0 0.1 0.3592
H 3.9190 -4.5802 -1.2868 0.0 0.0 0.0 0.3001
H 3.5974 -5.2814 0.3090 0.0 0.0 0.0 0.3717
H 6.4645 -3.3281 -0.5569 0.0 0.0 0.0 0.3508
C 0.7448 -1.5593 -2.9904 -0.1 0.2 0.1 -0.9515
C 1.9065 -1.0245 -3.8148 0.1 -0.7 0.2 0.3444
C 2.2505 -1.9640 -4.9606 0.1 0.1 -0.2 -1.3197
O 3.0512 -0.8479 -2.9794 -0.1 0.3 0.0 -0.4656
H 0.9975 -2.5260 -2.5442 0.0 0.0 -0.1 0.2619
H 0.5166 -0.8779 -2.1687 0.0 0.0 0.0 0.0815
H -0.1519 -1.6832 -3.6007 0.0 0.0 0.0 0.4460
H 1.6508 -0.0408 -4.2112 0.1 0.1 0.1 0.3193
H 2.5540 -2.9431 -4.5786 -0.1 0.0 0.1 0.2966
H 3.0886 -1.5717 -5.5379 0.0 0.0 0.0 0.3246
H 1.3995 -2.1010 -5.6302 0.0 0.0 0.0 0.3864
H 3.2951 -1.7081 -2.6193 0.1 0.0 0.0 0.2637
C -5.0183 -1.8172 -4.4618 0.1 -0.2 -0.2 -1.1404
C -4.7071 -0.3922 -4.8949 -0.5 -0.1 0.5 0.3410
C -4.4718 0.5095 -3.6932 0.2 0.2 -0.1 -0.9819
O -5.7857 0.1180 -5.6777 0.2 0.0 -0.3 -0.5580
H -5.9285 -1.8459 -3.8559 0.1 0.1 0.1 0.3112
H -5.1923 -2.4518 -5.3318 0.1 0.0 0.0 0.3298
H -4.1992 -2.2417 -3.8781 0.0 0.0 0.0 0.2840
H -3.8236 -0.3883 -5.5350 -0.1 0.1 -0.1 0.2771
H -5.3642 0.5541 -3.0620 0.0 -0.1 0.0 0.3005
H -4.2576 1.5294 -4.0154 0.0 0.0 0.0 0.3386
H -3.6368 0.1517 -3.0892 0.0 0.0 0.0 0.1623
H -6.5749 0.1207 -5.1257 0.0 0.0 0.0 0.3505
```
Forces are in eV/Å.

The following is a DFT calculation (ωB97M-V/def2-TZVPD) of a structure of composition C11H6Cl3F5MoN5OS in a non-equilibrium geometry.

* HOMO level (spin up / spin down): -18.12 / -18.08 eV
* total charge: +3
* gap between HOMO and LUMO (spin up / spin down): 5.56 / 4.82 eV
* energy above the lowest of the compared OMol25 structures with the same formula, charge and spin: 14.1 kcal per mole
* strongest force on any atom: 3.2 eV Å⁻¹
* lowest unoccupied orbital energy (spin up / spin down): -12.6 / -13.3 eV
* expectation value of S²: 2.03
* spin multiplicity: 3

The geometry in XYZ format:
```
33
Properties=species:S:1:pos:R:3:forces:R:3:nbo_charge:R:1
Mo -0.5343 -0.4450 0.7490 -0.3 -3.1 -0.1 1.4553
C 3.0384 -3.0197 -2.4842 0.2 0.1 -0.1 -0.6972
C 1.5905 -3.1525 -2.2499 -0.2 0.2 0.2 0.3950
N 0.7866 -3.9889 -2.8130 0.2 -0.3 -0.3 -0.1544
N -0.4481 -3.7563 -2.3124 -0.2 0.2 0.2 -0.2907
C -0.4574 -2.7777 -1.4310 0.3 0.1 0.1 0.2505
S -1.7523 -2.1133 -0.5039 0.1 0.6 0.6 0.1414
N 0.8272 -2.3670 -1.3668 -0.1 -0.2 -0.2 -0.2136
N 1.2282 -1.3248 -0.5192 -0.3 0.4 0.5 -0.6084
H 3.3616 -3.8588 -3.0975 0.0 0.0 0.0 0.3126
H 3.6142 -3.0211 -1.5572 0.0 -0.1 0.0 0.2564
H 3.2708 -2.1047 -3.0357 -0.1 0.0 0.0 0.2715
H -1.2256 -4.3167 -2.6453 -0.1 0.0 0.0 0.4799
H 1.8817 -1.6959 0.1745 0.1 -0.1 0.0 0.4390
H 1.7406 -0.6326 -1.0679 0.0 0.1 -0.1 0.4419
Cl -1.6846 -0.8267 5.8474 0.2 -0.1 -0.4 0.3609
C -0.6588 -1.4543 4.7020 0.2 -0.4 0.7 -0.0640
Cl 0.4490 -2.6226 5.1303 -0.3 0.3 -0.2 0.3529
Cl -1.9645 0.2439 2.8800 0.3 -0.4 -0.1 0.0929
C -0.6913 -1.0318 3.3547 -0.9 1.0 -0.3 0.2049
N -0.0553 -1.3569 2.2995 0.9 -0.5 0.3 -0.5639
F -1.0958 6.4740 0.0364 0.0 0.5 0.0 -0.1988
C -1.0601 5.1906 0.0107 0.0 -0.7 0.0 0.4203
C -1.8639 4.4936 -0.9079 0.2 0.0 0.2 0.2856
F -2.6276 5.1524 -1.7329 -0.1 0.1 -0.1 -0.2225
C -1.8385 3.1147 -0.9304 0.3 -0.3 0.2 0.3774
F -2.5679 2.4218 -1.7660 -0.2 -0.1 -0.2 -0.2399
C -1.0010 2.4254 -0.0311 0.0 1.2 0.5 0.1034
O -0.9097 1.1079 0.0012 0.0 1.6 -1.2 -0.5024
C -0.2050 3.1478 0.8929 -0.4 -0.5 -0.3 0.3558
F 0.5347 2.3887 1.7055 0.2 0.1 0.2 -0.2932
C -0.2102 4.5125 0.9184 -0.2 0.1 -0.3 0.2791
F 0.5286 5.1940 1.7497 0.1 0.1 0.2 -0.2276
```
Forces are in eV/Å.

The following is a DFT calculation (ωB97M-V/def2-TZVPD) of an isolated molecule of C6H13NO in a non-equilibrium geometry.

* HOMO level: -9.56 eV
* SMILES: CC(C)[C@@H](C)NC=O
* total charge: 0
* gap between HOMO and LUMO: 10.41 eV
* energy above the lowest of the compared OMol25 structures with the same formula, charge and spin: 53.0 kcal per mole
* strongest force on any atom: 5.2 eV Å⁻¹
* lowest unoccupied orbital energy: 0.9 eV

The geometry in XYZ format:
```
21
Properties=species:S:1:pos:R:3:forces:R:3:nbo_charge:R:1
C 0.7383 -1.7367 0.8647 3.7 1.5 1.8 -0.6030
C 0.1648 -0.3299 0.8061 0.3 -0.2 -1.6 -0.2190
C -1.3728 -0.5230 0.7987 0.5 3.9 0.3 -0.6063
C 0.6742 0.5298 -0.5125 -2.1 -2.8 0.1 -0.0404
C 0.8166 -0.4772 -1.7238 -2.5 0.3 1.9 -0.6291
N -0.3729 1.5045 -0.7220 0.5 2.6 2.0 -0.6424
C -0.5109 2.5415 0.3083 1.5 -4.0 2.0 0.5154
O 0.0372 2.5415 1.4632 -1.6 0.2 -4.9 -0.5969
H 1.8303 -1.7377 0.4410 -1.7 -0.1 1.3 0.1953
H 0.7128 -2.0630 1.9587 0.2 0.1 -1.6 0.2200
H 0.2458 -2.4065 0.2691 -1.5 -1.8 -1.4 0.1925
H 0.5674 0.2063 1.6256 -0.1 0.6 1.0 0.2279
H -1.5947 -0.7223 -0.2030 -0.7 -0.3 -1.8 0.1946
H -1.9437 0.4705 1.0405 0.9 -2.1 0.0 0.2118
H -1.7119 -1.3738 1.3108 -0.3 -0.8 1.3 0.2115
H 1.5414 1.1075 -0.3717 1.6 0.1 0.7 0.1981
H 1.6396 -1.1555 -1.5361 0.5 0.4 -0.5 0.2276
H -0.1051 -1.1688 -1.5645 1.3 1.2 -1.1 0.2054
H 0.7928 0.0953 -2.6662 0.2 -0.8 0.2 0.2134
H -0.7200 1.6936 -1.6575 0.0 0.2 0.4 0.3988
H -1.4295 3.0040 0.0706 -0.9 1.8 -0.1 0.1249
```
Forces are in eV/Å.

The following is a DFT calculation (ωB97M-V/def2-TZVPD) of a structure of composition C21H39N4NbO3S in a non-equilibrium geometry.

* HOMO level (spin up / spin down): -7.81 / -7.81 eV
* total charge: 0
* gap between HOMO and LUMO (spin up / spin down): 7.69 / 7.69 eV
* strongest force on any atom: 2.7 eV Å⁻¹
* lowest unoccupied orbital energy (spin up / spin down): -0.1 / -0.1 eV

The geometry in XYZ format:
```
69
Properties=species:S:1:pos:R:3:forces:R:3:nbo_charge:R:1
Nb -0.4494 -0.7139 -0.4366 0.1 1.2 2.4 1.9570
N 0.3007 -2.6938 -0.2168 -0.3 1.4 0.1 -0.6742
N -1.5541 -0.7575 1.2610 0.7 -0.4 -0.7 -0.6757
N 0.2963 0.9013 -1.9485 -1.1 -0.9 1.1 -0.6575
N -1.6679 1.2162 -0.9428 1.0 -1.2 -0.7 -0.5943
H -1.2875 -3.9650 0.2987 0.1 -0.2 0.3 0.1782
C -0.2724 -3.7219 0.6608 0.1 0.4 -0.3 -0.4143
H -0.3487 -3.3612 1.7046 0.0 -0.1 -0.4 0.1944
H 0.3115 -4.6586 0.6795 -0.1 0.4 -0.2 0.1971
H 1.2687 -4.1266 -1.4523 0.0 0.3 -0.1 0.1891
C 1.4166 -3.0996 -1.0730 -0.4 -0.2 0.2 -0.4124
H 2.3983 -3.0887 -0.5600 -0.4 0.2 -0.1 0.2026
H 1.4738 -2.4158 -1.9405 0.2 -0.3 0.2 0.1929
C -2.8618 -1.4048 1.2598 -0.2 0.0 0.0 -0.4159
H -3.6297 -0.6780 1.5768 0.1 -0.3 0.0 0.1925
H -3.1526 -1.7742 0.2715 0.0 0.1 0.3 0.1997
H -2.8676 -2.2670 1.9492 -0.1 0.3 -0.1 0.1979
H -2.1966 0.3757 2.9259 0.2 -0.2 0.0 0.1888
C -1.3047 -0.1789 2.5851 0.1 0.2 -0.1 -0.4245
H -1.0572 -0.9533 3.3333 -0.2 0.1 -0.3 0.1864
H -0.4789 0.5315 2.5601 -0.2 -0.2 -0.1 0.2451
C 0.9688 0.5981 -3.2104 -0.2 0.1 0.3 -0.0413
H 0.5370 -0.3690 -3.5437 0.3 0.3 -0.2 0.1668
C 2.4575 0.4290 -2.9548 0.4 0.1 -0.3 -0.6208
H 2.6836 -0.5281 -2.4720 0.0 0.2 0.1 0.2075
H 2.9947 0.4606 -3.9125 0.0 -0.1 0.2 0.1984
H 2.8195 1.2399 -2.3112 -0.1 -0.3 -0.3 0.2507
C 0.6897 1.6452 -4.2742 0.0 0.0 -0.4 -0.6269
H 1.4256 1.5434 -5.0780 -0.1 0.1 0.1 0.2173
H -0.3009 1.4919 -4.7190 0.1 0.2 0.1 0.2110
H 0.7703 2.6570 -3.8562 0.0 -0.2 -0.2 0.2127
H -4.7950 2.3953 -1.6880 0.2 0.0 -0.1 0.2120
C -3.8560 1.9268 -2.0114 -0.2 0.1 0.0 -0.6201
H -3.2838 2.6489 -2.6050 -0.2 0.0 0.2 0.2054
H -4.1308 1.0807 -2.6522 0.3 0.2 0.0 0.2181
C -3.0960 1.4409 -0.7764 0.4 0.0 0.4 -0.0407
H -3.4878 0.4303 -0.5586 0.0 0.4 0.0 0.1848
C -3.2716 2.3112 0.4841 -0.1 0.3 0.1 -0.6216
H -2.2819 2.6217 0.8483 -0.4 -0.1 -0.1 0.2383
H -3.8564 3.2128 0.2588 0.1 -0.2 0.2 0.2055
H -3.7620 1.7491 1.2906 0.0 0.3 -0.2 0.2018
H -1.0799 2.3756 -2.6420 0.1 -0.2 0.6 0.1639
C -0.8263 1.6256 -1.8627 -1.1 -1.0 -1.0 0.3547
C -1.6485 -1.5697 -1.9535 -0.2 -0.6 -1.5 -0.8173
H -0.7059 -2.0153 -2.3340 -0.6 -0.5 -0.4 0.2519
H -2.0751 -2.2016 -1.1494 0.3 -0.5 -0.5 0.2314
C -2.6922 -1.3050 -2.9993 0.8 -0.2 -0.6 -0.1587
H -3.6733 -1.6498 -2.6781 -0.4 1.1 0.2 0.1980
C -2.5301 -0.9370 -4.3051 0.6 0.5 1.6 -0.4505
H -1.5383 -1.0040 -4.7532 0.0 0.5 0.2 0.1854
H -3.2532 -0.2872 -4.8085 -0.3 -1.2 -0.2 0.2095
C 4.5057 0.6117 5.9930 0.1 0.0 0.2 -0.6313
C 3.8076 0.7392 4.6696 -0.2 0.0 -0.2 -0.0167
C 4.0235 1.8483 3.8456 -0.2 0.0 -0.1 -0.2154
C 3.3850 1.9572 2.6133 0.0 -0.4 0.0 -0.1593
C 2.5497 0.9170 2.1877 0.2 0.2 0.2 -0.3525
C 2.3070 -0.1880 2.9979 0.1 0.0 -0.1 -0.2016
C 2.9363 -0.2656 4.2350 0.0 0.1 0.0 -0.1587
S 1.7255 1.0881 0.6355 0.1 -0.8 0.0 2.4224
O 0.3784 1.5745 0.9330 0.4 -0.1 -0.5 -0.9337
O 2.5760 1.8578 -0.2223 -0.1 0.2 0.3 -0.9324
O 1.5561 -0.3807 0.1722 0.1 1.1 0.2 -0.9570
H 5.5913 0.5353 5.8571 -0.2 0.0 0.0 0.2242
H 4.3235 1.4707 6.6493 0.0 -0.1 -0.2 0.2232
H 4.1598 -0.2881 6.5062 0.1 0.1 0.0 0.2151
H 4.7007 2.6407 4.1674 -0.2 -0.2 0.0 0.2155
H 3.5409 2.8195 1.9659 0.0 -0.2 0.2 0.2415
H 1.6490 -0.9903 2.6553 0.2 0.3 0.1 0.2336
H 2.7453 -1.1305 4.8692 0.1 0.2 -0.1 0.2034
```
Forces are in eV/Å.